# 1
Molecular formula: C19H48ClNO11
Method: DFT, the ωB97M-V functional and the def2-TZVPD basis

Each line ends with the Löwdin charge.
Element x y z (Å)
C1 3.29463 1.81683 2.14842  -0.16
C2 3.73996 3.32728 1.69209  -0.61
Cl1 4.71421 3.11546 0.08604  0.48
C3 2.48172 4.37380 1.46819  -0.18
O1 1.82622 4.79775 2.72376  -0.04
C4 0.76380 3.86540 3.13325  -0.19
O2 0.83382 3.26945 4.35559  0.05
O3 -0.39727 3.46863 2.30327  -0.02
O4 -0.09239 2.23378 1.91726  -0.09
C5 -0.58084 2.02096 0.52919  -0.06
N1 -0.90446 2.23618 -0.72659  0.14
H1 2.80070 1.75730 3.21225  0.09
H2 2.65335 1.25307 1.31445  0.09
H3 4.30349 1.18446 2.22986  0.10
H4 4.51008 3.84496 2.44131  0.11
H5 1.71171 4.01122 0.63714  0.15
H6 2.97085 5.36256 1.01215  0.14
C6 0.62854 -1.71377 4.54517  -0.08
C7 0.38710 -0.80920 3.35452  -0.31
O5 1.59122 -0.64134 2.62079  -0.11
H7 1.39954 -1.29233 5.19844  0.08
H8 -0.28930 -1.84973 5.12403  0.08
H9 0.98876 -2.69506 4.21943  0.06
H10 0.04845 0.17705 3.68531  0.10
H11 -0.37341 -1.23009 2.68970  0.11
H12 1.87900 -1.52177 2.32440  0.05
C8 -3.75078 -0.71243 -0.31435  -0.09
C9 -2.61391 -1.70597 -0.43508  -0.33
O6 -2.53957 -2.50295 0.73784  -0.10
H13 -3.60662 -0.06697 0.55823  0.07
H14 -3.81878 -0.08709 -1.20896  0.06
H15 -4.70482 -1.23069 -0.17290  0.07
H16 -1.66000 -1.18380 -0.55418  0.11
H17 -2.75736 -2.36359 -1.29791  0.10
H18 -3.38825 -2.96889 0.82987  0.09
C10 1.73518 -5.78104 2.11613  -0.09
C11 2.05727 -4.82745 0.98427  -0.31
O7 2.10218 -3.49426 1.47112  -0.10
H19 0.77336 -5.52546 2.57261  0.08
H20 1.69241 -6.81292 1.75640  0.07
H21 2.49039 -5.71388 2.90603  0.07
H22 1.28885 -4.88164 0.20748  0.12
H23 3.02370 -5.06848 0.53101  0.11
H24 2.79327 -3.45482 2.15424  0.09
C12 -1.71015 -0.78436 -4.86248  -0.10
C13 -2.92688 -1.67519 -5.00456  -0.31
O8 -3.58820 -1.79620 -3.75378  -0.11
H25 -1.01750 -1.19462 -4.12037  0.08
H26 -1.18640 -0.68444 -5.81731  0.07
H27 -1.99840 0.21218 -4.51230  0.07
H28 -2.63235 -2.67615 -5.33338  0.12
H29 -3.63043 -1.26498 -5.73549  0.11
H30 -3.85310 -0.90303 -3.47468  0.08
C14 -8.00963 -2.88302 -3.31861  -0.10
C15 -7.06100 -3.75031 -4.11992  -0.33
O9 -6.16232 -2.93401 -4.85645  -0.10
H31 -8.57612 -2.21951 -3.98016  0.08
H32 -8.71217 -3.49729 -2.74842  0.07
H33 -7.45613 -2.24305 -2.62373  0.07
H34 -7.61635 -4.37210 -4.82826  0.11
H35 -6.48153 -4.40758 -3.46437  0.11
H36 -5.66814 -2.39199 -4.21783  0.05
C16 5.34988 4.32719 7.02193  -0.09
C17 5.49985 4.32787 5.51472  -0.32
O10 4.36060 3.73020 4.91361  -0.10
H37 5.23227 3.30506 7.39640  0.08
H38 6.22225 4.78067 7.50080  0.07
H39 4.45467 4.88136 7.32242  0.07
H40 6.38301 3.75474 5.21750  0.12
H41 5.60499 5.34738 5.13124  0.11
H42 3.58291 4.25148 5.17683  0.09
C18 2.08250 2.49852 -6.29472  -0.10
C19 0.86577 1.60770 -6.43680  -0.33
O11 0.20445 1.48669 -5.18603  -0.11
H43 2.77515 2.08826 -5.55262  0.08
H44 2.60625 2.59844 -7.24955  0.07
H45 1.79425 3.49506 -5.94455  0.07
H46 1.16030 0.60674 -6.76563  0.11
H47 0.16222 2.01791 -7.16774  0.11
H48 -0.06045 2.37986 -4.90692  0.09

Values from the calculation:
structure (SMILES) = C[C@@H](Cl)COC(=O)OOC#N.CCO.CCO.CCO.CCO.CCO.CCO.CCO
energy above the lowest of the compared OMol25 structures with the same formula, charge and spin = 5.4852 eV



# 2
Molecular formula: C4H13N3
Method: DFT, the ωB97M-V functional and the def2-TZVPD basis

Each line ends with the natural charge from an NBO analysis.
Element x y z (Å)
C1 1.46145 1.70054 -0.15102  0.10
N1 1.12979 1.29298 -1.29944  -0.45
C2 -0.04465 0.61873 -1.49601  -0.12
N2 0.22907 -0.78595 -0.81889  -0.37
N3 0.61369 -0.86101 0.46286  -0.38
C3 -0.34583 -0.56123 1.51216  -0.25
C4 -1.76387 -1.07353 1.19627  -0.69
H1 2.61893 1.79934 -0.03273  0.28
H2 0.71924 1.91987 0.69999  0.28
H3 1.88943 1.31501 -2.01825  0.48
H4 -0.92353 1.11366 -1.04655  0.27
H5 -0.21227 0.58004 -2.55565  0.28
H6 -0.69785 -1.28696 -0.92325  0.48
H7 0.79326 -1.34034 -1.61558  0.47
H8 1.57528 -0.45869 0.55526  0.39
H9 0.03641 -0.96262 2.44938  0.28
H10 -0.43834 0.51229 1.61055  0.18
H11 -2.33697 -0.33767 0.59389  0.22
H12 -1.89039 -2.01552 0.75156  0.24
H13 -2.41283 -1.16895 2.12547  0.31

Values from the calculation:
net charge = +2
structure (SMILES) = C=[NH+]C[NH2+]NCC
energy above the lowest of the compared OMol25 structures with the same formula, charge and spin = 5.5676 eV



# 3
Molecular formula: C35H37BF4MgP2
Method: DFT, the ωB97M-V functional and the def2-TZVPD basis

Each line ends with the Löwdin charge.
Element x y z (Å)
Mg1 3.82496 -2.81439 3.63930  0.90
C1 6.02279 -3.17490 2.02909  -0.11
C2 5.26821 -2.22958 1.43630  -0.14
C3 4.48951 -2.44768 0.16470  -0.18
C4 3.01048 -2.85727 0.29387  -0.18
C5 2.67052 -3.86544 1.35023  -0.15
C6 3.46201 -4.89253 1.70918  -0.11
C7 4.76788 -5.25269 1.05754  -0.17
C8 6.06306 -4.61665 1.61979  -0.15
C9 2.09119 -3.38936 4.61027  -0.23
H1 6.72082 -2.92648 2.84033  0.12
H2 5.30624 -1.19294 1.79880  0.11
H3 4.99572 -3.16932 -0.49146  0.11
H4 4.50045 -1.48770 -0.37726  0.12
H5 2.39943 -1.95960 0.48335  0.10
H6 2.69375 -3.22428 -0.69813  0.13
H7 1.68051 -3.75954 1.81162  0.11
H8 3.15230 -5.57595 2.51393  0.13
H9 4.74094 -5.07480 -0.03214  0.11
H10 4.89630 -6.33986 1.19792  0.12
H11 6.39040 -5.18928 2.50594  0.11
H12 6.85041 -4.77140 0.85584  0.14
H13 2.48946 -3.55881 5.62117  -0.02
H14 1.63497 -4.29343 4.19545  -0.02
H15 1.43018 -2.50476 4.54961  -0.04
P1 -1.63908 3.85602 -0.76301  1.01
P2 -4.11026 1.32946 -0.67699  1.00
C10 -2.24587 2.87673 -2.16513  -0.33
C11 -3.11344 1.82420 -2.10300  -0.35
C12 -1.39007 5.51867 -1.53064  -0.40
C13 -1.14709 5.71234 -2.90054  -0.10
C14 -0.95420 7.00173 -3.40977  -0.08
C15 -0.99559 8.11215 -2.56577  -0.09
C16 -1.24289 7.92849 -1.20001  -0.09
C17 -1.45440 6.64933 -0.68323  -0.11
C18 0.08942 3.23959 -0.64201  -0.37
C19 0.23937 1.91945 -0.16783  -0.11
C20 1.51057 1.35462 -0.06634  -0.09
C21 2.63907 2.10218 -0.43927  -0.10
C22 2.49275 3.41741 -0.89791  -0.09
C23 1.22158 3.99316 -0.98152  -0.08
C24 -5.80399 1.41535 -1.47813  -0.36
C25 -6.29959 2.70144 -1.78165  -0.11
C26 -7.53110 2.85576 -2.42155  -0.09
C27 -8.29581 1.73741 -2.76985  -0.09
C28 -7.81613 0.46127 -2.46637  -0.09
C29 -6.58838 0.29794 -1.81135  -0.09
C30 -3.84929 -0.47912 -0.63236  -0.42
C31 -4.07744 -1.12799 0.60310  -0.11
C32 -3.91190 -2.50616 0.70719  -0.09
C33 -3.51037 -3.25401 -0.40962  -0.09
C34 -3.28614 -2.61373 -1.63511  -0.08
C35 -3.44791 -1.22841 -1.74520  -0.10
H16 -1.83411 3.15345 -3.13719  0.05
H17 -3.34228 1.27434 -3.02155  0.07
H18 -1.09533 4.86931 -3.58295  0.09
H19 -0.76484 7.12772 -4.47665  0.10
H20 -0.83726 9.11263 -2.96719  0.10
H21 -1.26872 8.79286 -0.53333  0.10
H22 -1.66044 6.51341 0.37920  0.10
H23 -0.64791 1.34691 0.10897  0.10
H24 1.62477 0.33259 0.30687  0.08
H25 3.63380 1.65629 -0.36473  0.09
H26 3.36977 4.00177 -1.18874  0.10
H27 1.11179 5.02360 -1.32225  0.10
H28 -5.70520 3.57889 -1.52537  0.10
H29 -7.90135 3.85673 -2.65101  0.10
H30 -9.25704 1.86115 -3.26998  0.10
H31 -8.40161 -0.41789 -2.73711  0.10
H32 -6.24152 -0.70832 -1.57760  0.10
H33 -4.38800 -0.53877 1.46632  0.10
H34 -4.09328 -3.00644 1.66510  0.11
H35 -3.37039 -4.33365 -0.32304  0.10
H36 -2.98033 -3.19156 -2.51108  0.10
H37 -3.26428 -0.74265 -2.70016  0.09
F1 4.96364 -3.98219 4.71324  -0.11
B1 6.13181 -4.87876 5.31286  -1.08
F2 5.84636 -6.16835 4.86457  0.13
F3 7.28546 -4.34226 4.74149  0.12
F4 6.05219 -4.71750 6.67995  0.15



# 4
Molecular formula: C20H31N5O3S2
Method: DFT, the ωB97M-V functional and the def2-TZVPD basis

Each line ends with the natural charge from an NBO analysis.
Element x y z (Å)
C1 -2.27889 -3.75606 0.39846  -0.61
C2 -2.57163 -2.38653 0.99695  -0.40
H1 -3.38996 -2.45944 1.71446  0.21
C3 -2.95674 -1.36928 -0.08060  -0.22
N1 -3.20499 -0.06299 0.50745  -0.46
C4 -2.07364 0.82898 0.50195  -0.20
H2 -2.28418 1.64325 1.20415  0.19
C5 -1.71664 1.44308 -0.87289  -0.26
N2 -0.57628 2.32260 -0.78136  -0.62
C6 0.66508 1.96292 -1.17744  0.69
O1 0.88292 0.90061 -1.72709  -0.65
C7 1.71610 3.03930 -0.89381  -0.31
C8 3.06485 2.73140 -1.54928  -0.40
C9 3.69860 1.48513 -0.93678  -0.25
N3 3.76637 1.58009 0.50653  -0.67
S1 4.68240 0.36720 1.18261  2.33
O2 4.37080 0.29728 2.58006  -0.93
O3 6.04724 0.60959 0.81198  -0.94
C10 4.23485 -1.18437 0.36739  -0.36
C11 5.24709 -1.98399 -0.08587  -0.15
C12 4.99358 -3.17366 -0.79572  -0.21
C13 3.71747 -3.56326 -1.10196  -0.17
C14 2.65602 -2.75563 -0.66627  0.08
N4 1.35023 -2.92843 -0.89190  -0.61
S2 0.54902 -1.72730 -0.20757  1.03
N5 1.78130 -0.94036 0.43860  -0.67
C15 2.91306 -1.56630 0.10882  0.17
H3 3.50789 -4.45384 -1.67231  0.23
H4 5.83112 -3.77255 -1.11875  0.22
H5 6.25998 -1.66462 0.10134  0.25
C16 2.51936 1.88978 1.17395  -0.25
C17 1.94667 3.18749 0.61671  -0.40
H6 1.02077 3.42392 1.14420  0.21
H7 2.65622 3.99933 0.78511  0.22
H8 2.75398 1.98071 2.23472  0.24
H9 1.79308 1.07882 1.04340  0.22
H10 4.72630 1.36195 -1.28517  0.23
H11 3.10989 0.61623 -1.25204  0.21
H12 2.93287 2.56167 -2.61852  0.23
H13 3.72558 3.58781 -1.40694  0.21
H14 1.33129 3.98355 -1.29830  0.22
H15 -0.70482 3.19034 -0.28638  0.39
H16 -1.45131 0.65629 -1.58162  0.23
H17 -2.56994 2.00388 -1.26468  0.20
H18 -1.20325 0.28240 0.87482  0.19
C18 -4.47277 0.54294 0.15048  -0.20
C19 -5.62818 -0.11581 0.90818  -0.40
C20 -6.95339 0.57521 0.61429  -0.61
H19 -7.17913 0.53243 -0.44928  0.20
H20 -6.91587 1.62048 0.91336  0.20
H21 -7.76318 0.09290 1.15578  0.21
H22 -5.41072 -0.06875 1.97591  0.20
H23 -5.69858 -1.16810 0.63038  0.19
H24 -4.43667 1.59791 0.43319  0.19
H25 -4.67177 0.49150 -0.93336  0.16
H26 -3.86254 -1.71473 -0.58369  0.20
H27 -2.16186 -1.32822 -0.83761  0.17
H28 -1.69499 -2.02337 1.53643  0.19
H29 -2.00828 -4.46274 1.17876  0.22
H30 -1.45710 -3.69924 -0.31253  0.20
H31 -3.15470 -4.13937 -0.12071  0.20

Values from the calculation:
energy above the lowest of the compared OMol25 structures with the same formula, charge and spin = 0.3369 eV



# 5
Molecular formula: C33H85N3O15S8
Method: DFT, the ωB97M-V functional and the def2-TZVPD basis

Each line ends with the Löwdin charge.
Element x y z (Å)
C1 -0.69795 -1.18265 -0.63513  -0.22
S1 -0.71404 -0.89752 1.20822  1.05
O1 0.31127 -1.89808 1.77211  -0.66
C2 0.06095 0.80587 1.19876  -0.27
H1 0.30173 -1.10774 -1.06307  0.02
H2 -1.31433 -0.40516 -1.08643  -0.04
H3 -1.19777 -2.13298 -0.82263  -0.10
H4 -0.54462 1.49596 0.61126  0.05
H5 1.06806 0.70004 0.79549  0.06
H6 0.03242 1.24899 2.19422  -0.04
C3 -4.75594 -0.73655 -3.44464  -0.19
S2 -3.14617 0.03888 -2.86853  0.99
O2 -2.57393 -0.74986 -1.67678  -0.58
C4 -2.16512 -0.58729 -4.31252  -0.16
H7 -5.04197 -0.25766 -4.38109  0.06
H8 -5.49392 -0.62641 -2.65007  0.06
H9 -4.60249 -1.79583 -3.65072  0.00
H10 -2.73298 -0.16148 -5.13975  0.07
H11 -2.24351 -1.66611 -4.44704  0.03
H12 -1.14437 -0.20530 -4.32876  0.05
C5 -2.70240 0.99680 1.28529  -0.31
S3 -3.49481 1.61680 -0.23617  0.90
O3 -4.77389 0.78281 -0.37469  -0.53
C6 -3.87109 3.18987 0.63942  -0.22
H13 -3.32130 1.04983 2.18097  0.10
H14 -1.75042 1.46011 1.54448  0.02
H15 -2.54164 -0.07997 1.23209  0.03
H16 -4.73552 3.65311 0.16376  0.07
H17 -2.99361 3.83022 0.72940  0.01
H18 -4.25886 2.93692 1.62621  0.04
C7 -1.35250 1.24775 -1.75059  -0.38
S4 0.39132 1.93416 -1.56259  1.06
O4 1.32404 0.77029 -1.23314  -0.67
C8 0.70160 2.19571 -3.34240  -0.20
H19 -1.38109 0.24610 -2.17951  -0.02
H20 -1.95203 1.83792 -2.44368  0.04
H21 -1.77210 1.23135 -0.74472  -0.06
H22 0.69164 1.24853 -3.88171  0.05
H23 1.58572 2.83193 -3.38318  0.04
H24 -0.08959 2.81910 -3.75892  0.08
C9 2.78150 -0.35035 -1.05180  -0.27
S5 2.39300 -2.08959 -1.55285  0.97
O5 3.20315 -2.53303 -2.76499  -0.49
C10 3.18979 -2.78856 -0.00425  -0.20
H25 2.38901 0.34351 -1.79517  -0.01
H26 3.85377 -0.15831 -1.01337  0.08
H27 2.29536 0.09052 -0.18152  0.05
H28 4.21498 -2.45029 0.14625  0.05
H29 3.23359 -3.87488 0.07379  0.06
H30 2.72807 -2.26963 0.83577  0.00
C11 -1.19400 0.38872 5.66482  -0.21
S6 -0.78452 -0.21254 3.98848  0.94
O6 -1.62715 0.49986 2.91557  -0.84
C12 0.94744 0.40764 3.82706  -0.24
H31 -0.48793 -0.00341 6.39681  0.06
H32 -2.23314 0.11967 5.85427  0.06
H33 -1.36588 1.46107 5.75747  0.04
H34 0.90651 1.45228 3.51859  0.01
H35 1.43836 -0.01180 2.94889  -0.01
H36 1.58866 0.30432 4.70243  0.09
C13 -2.84513 -5.06470 0.81548  -0.20
S7 -1.48645 -4.49962 -0.30983  1.06
O7 -1.86437 -3.15409 -0.86889  -0.59
C14 -0.35961 -4.29087 1.11899  -0.23
H37 -3.06167 -4.37764 1.63350  0.07
H38 -2.46178 -6.00793 1.20465  0.05
H39 -3.71374 -5.39975 0.24860  0.05
H40 -0.10899 -5.27097 1.52482  0.07
H41 -0.83199 -3.65714 1.86955  0.05
H42 0.55116 -3.71923 0.94056  0.04
C15 0.58293 -4.06410 4.96910  -0.20
S8 0.88762 -2.21458 4.68219  0.82
O8 1.83355 -1.76273 5.81167  -0.57
C16 2.06538 -2.44641 3.31545  -0.27
H43 1.54027 -4.46788 5.29857  0.05
H44 0.20614 -4.52953 4.05832  0.03
H45 -0.14862 -4.11635 5.77544  0.03
H46 2.76512 -1.61445 3.39491  -0.08
H47 1.58575 -2.53891 2.34102  -0.01
H48 2.65253 -3.36084 3.40019  0.08
C17 3.24487 -0.07772 2.22431  -0.24
O9 3.71676 -1.06924 2.75296  0.04
N1 3.99283 0.82364 1.49418  -0.11
C18 3.30448 1.97004 0.91372  -0.04
C19 5.39686 0.56474 1.19883  -0.03
H49 2.19048 0.23196 2.29192  0.08
H50 2.31677 1.56309 0.69710  0.06
H51 3.71803 2.28044 -0.04583  0.10
H52 3.21410 2.77679 1.64110  0.09
H53 5.59845 0.63998 0.13028  0.08
H54 6.01032 1.29206 1.73060  0.09
H55 5.71155 -0.46849 1.34546  0.09
C20 -1.37535 -3.05160 -3.03805  -0.30
O10 -0.44345 -2.79555 -3.78606  -0.07
N2 -2.55871 -3.50226 -3.37694  -0.14
C21 -3.69091 -3.55342 -2.48424  -0.06
C22 -2.86706 -3.84629 -4.76134  -0.01
H56 -1.36038 -2.93018 -1.94387  -0.04
H57 -4.54254 -3.01258 -2.89694  0.06
H58 -3.45238 -3.26224 -1.46129  0.08
H59 -4.07714 -4.56673 -2.59443  0.10
H60 -3.21556 -2.91687 -5.21171  0.08
H61 -1.94947 -4.13816 -5.27215  0.10
H62 -3.68078 -4.56940 -4.81676  0.10
C23 -3.12335 4.03177 3.12829  -0.31
O11 -3.78340 4.99949 2.64935  -0.03
N3 -1.91822 3.68315 2.65541  -0.11
C24 -1.09285 2.67972 3.24567  -0.08
C25 -1.24006 4.36207 1.53617  -0.02
H63 -3.29520 3.61241 4.13168  0.15
H64 -0.09620 2.94741 3.59656  0.10
H65 -0.78779 1.90950 2.53730  0.02
H66 -1.55545 2.12792 4.06398  0.08
H67 -0.70449 3.63564 0.92496  0.06
H68 -1.85520 4.95995 0.86369  0.11
H69 -0.44608 4.99373 1.93456  0.11
O12 0.98856 2.10152 2.20804  -0.26
C26 1.55608 3.16790 2.38285  -0.50
O13 1.65232 4.14967 1.50244  0.01
C27 1.13798 4.08488 0.15506  -0.22
C28 2.32437 4.00109 -0.85528  -0.04
C29 2.13675 3.48824 3.77928  0.08
H70 0.52617 4.97479 0.00727  0.13
H71 0.54376 3.20699 -0.09854  -0.01
H72 1.98634 3.92603 -1.88881  0.06
H73 3.01281 3.20801 -0.56342  0.03
H74 2.94553 4.89329 -0.77635  0.10
H75 1.67097 4.41593 4.11177  0.11
H76 3.16010 3.80806 3.58293  0.10
H77 2.04387 2.63754 4.45441  0.10
O14 2.74000 1.94379 -4.50957  0.00
C30 2.61950 0.91968 -5.21009  -0.43
O15 1.96417 -0.23980 -4.88856  0.02
C31 1.75799 -0.56532 -3.48635  -0.27
C32 0.63981 -1.59777 -3.38197  -0.26
C33 2.92592 0.93781 -6.72841  0.03
H78 1.40303 0.32373 -2.96510  0.04
H79 2.67270 -0.86246 -2.97340  0.03
H80 0.79384 -2.59116 -3.80332  0.08
H81 -0.23632 -1.22197 -3.91043  0.07
H82 0.39898 -1.71153 -2.32501  0.02
H83 2.73544 -0.05273 -7.14149  0.08
H84 3.98116 1.19773 -6.81216  0.08
H85 2.24728 1.68601 -7.13797  0.08



| no. | HOMO (eV) | E_LUMO (eV) |
| --- | --- | --- |
| 1 | -9.872 | -1.20 |
| 2 | -19.159 | -9.99 |
| 3 | -8.180 | -0.64 |
| 4 | -8.372 | -0.85 |
| 5 | -6.312 | 0.19 |